The following is a quantum chemistry calculation of a structure of composition C37H38IKN6O4Sb2, from the OMol25 dataset.

Output
HOMO-LUMO gap ... 7.43 eV
Charge ... 0
Calculated total energy ... -3440.3098 Ha
Relative energy (zero: lowest compared OMol25 entry of this formula, charge and spin) ... 0.0 kJ/mol

The geometry in XYZ format:
```
89
Properties=species:S:1:pos:R:3:mulliken_charge:R:1
C 2.764 0.341 -3.736 0.109
C -3.515 -2.176 4.441 -0.456
C -1.710 3.566 -0.310 -0.151
H -4.117 -2.996 4.811 0.507
O -5.102 6.199 -2.852 -0.648
Sb -0.502 1.655 -3.388 0.687
H 3.894 -1.060 4.260 0.473
C 1.865 -0.586 -3.215 0.449
C 2.897 -3.154 0.636 -1.501
K -0.739 0.238 0.883 1.491
H -1.980 -3.814 1.634 0.642
C 4.672 1.494 1.327 -0.806
C 2.901 0.768 -0.083 -0.735
C 0.946 2.857 -2.352 -1.333
H 0.723 3.893 -2.610 0.584
H -0.701 -4.919 -0.492 0.423
H 2.377 1.235 -4.203 0.382
N -3.829 -1.602 0.379 0.352
H 0.370 1.185 -5.933 0.375
C 0.204 2.108 -5.378 -1.353
H -5.176 -1.025 3.694 0.424
C 0.096 -1.135 4.159 0.092
H 0.164 -2.204 6.025 0.459
H 0.215 -5.145 1.004 0.399
H 2.438 0.695 -1.060 0.848
N -1.956 -0.106 3.431 -0.456
C -3.235 5.512 -1.707 -0.505
H -5.828 -2.313 0.409 0.481
C 2.120 -1.716 5.282 -0.900
H 1.970 2.631 -2.641 0.551
O -3.493 7.606 -2.598 -0.651
C -3.038 3.283 -0.828 0.838
C -3.763 4.264 -1.514 -0.375
C -3.673 2.004 -0.704 -0.614
C 4.639 -0.995 -3.079 -0.629
H 2.652 -2.186 6.099 0.431
C -4.169 -3.584 1.213 -0.849
H -0.550 2.697 -5.897 0.380
N -3.996 6.505 -2.436 1.030
C -1.392 -1.147 4.053 0.921
H -4.684 1.965 -1.153 0.248
H 5.606 2.015 1.494 0.410
H 1.132 2.678 -5.352 0.375
C -2.809 -3.238 1.256 -0.432
H -1.572 6.836 -1.375 0.493
H -0.070 -0.758 -2.321 0.089
C 4.115 1.424 0.063 -0.966
C 2.813 -1.079 4.269 -0.902
C 4.136 0.152 -3.672 -1.156
N -2.616 -2.029 0.752 -0.054
C 1.490 -2.895 -2.209 -1.779
C -2.136 -2.204 4.566 -0.944
H 4.149 -2.875 -2.183 0.369
H -0.101 -0.876 -4.049 0.540
C 2.807 0.232 2.137 0.211
N 2.249 0.193 0.924 0.647
C -4.793 -2.499 0.638 -0.425
C 4.010 0.886 2.381 -0.775
H -0.244 5.146 -0.146 0.437
H 0.991 -5.465 -0.556 0.492
C -1.954 5.839 -1.208 -0.374
H 0.809 2.739 -1.278 0.130
H -1.639 -3.048 5.024 0.390
I -5.041 -5.306 1.915 0.104
C 2.377 -1.784 -2.678 1.305
H 3.540 -2.304 0.411 0.340
O -3.229 0.985 -0.169 -0.620
C 0.378 -0.333 -3.225 -1.567
O -1.011 2.714 0.279 -0.475
N 0.761 -0.518 3.185 0.390
H 3.317 -4.057 0.191 0.516
Sb 0.925 -2.770 -0.112 0.272
H 4.805 0.897 -4.086 0.449
C 2.092 -0.477 3.241 0.543
H -3.700 0.767 2.805 0.427
H 4.590 1.866 -0.801 0.551
C 0.283 -4.821 -0.035 -1.526
C -3.281 -0.089 3.325 -0.140
C 3.760 -1.955 -2.605 -0.763
C -4.104 -1.091 3.817 -0.678
H 4.405 0.934 3.386 0.561
H -3.888 -0.642 0.019 0.357
C 0.739 -1.741 5.236 -0.584
C -1.227 4.910 -0.533 -0.483
H 2.001 -3.853 -2.314 0.709
H -4.746 4.038 -1.907 0.486
H 0.563 -2.943 -2.781 0.543
H 5.707 -1.156 -3.010 0.429
H 2.851 -3.279 1.719 0.461
```

The following is a quantum chemistry calculation of a cluster of 2 separate species, C5H10N3O2 in total in a non-equilibrium geometry, from the OMol25 dataset.

Output
HOMO-LUMO gap ... 9.24 eV
Charge ... +1
Calculated total energy ... -510.9029 Ha
Relative energy (zero: lowest compared OMol25 entry of this formula, charge and spin) ... 364.9 kJ/mol

The geometry in XYZ format:
```
20
Properties=species:S:1:pos:R:3:nbo_charge:R:1
H -0.001 2.987 -0.584 0.250
N 0.849 1.437 0.431 -0.127
N 0.907 0.677 1.546 -0.315
H 1.781 -1.281 1.930 0.258
H 0.374 1.024 2.386 0.457
H -0.644 -1.471 -3.407 0.549
N 2.106 -0.336 0.085 -0.433
H -0.927 -2.677 -0.110 0.195
H -2.484 -2.079 -0.003 0.213
O -0.819 -1.513 -2.376 -0.714
C -0.258 2.267 0.133 -0.418
H 1.820 1.242 -1.362 0.250
C -1.461 -1.902 0.183 -0.264
C 1.612 -0.418 1.298 0.256
C 1.588 0.755 -0.426 0.291
O -0.951 -0.676 -0.342 -0.552
H -0.989 1.550 -0.208 0.254
H -1.356 -1.805 1.334 0.185
H -0.589 2.695 1.066 0.223
C -0.555 -0.477 -1.578 0.443
```

The following is a quantum chemistry calculation of an isolated molecule of C5H8N2O2 in a non-equilibrium geometry, from the OMol25 dataset.

Output
HOMO-LUMO gap (alpha / beta) ... 7.66 / 7.41 eV
Spin multiplicity ... 3
Charge ... 0
Calculated total energy ... -454.9813 Ha
⟨S²⟩ ... 2.01
Relative energy (zero: lowest compared OMol25 entry of this formula, charge and spin) ... 571.2 kJ/mol

The geometry in XYZ format:
```
17
Properties=species:S:1:pos:R:3:lowdin_spin:R:1
C 1.796 2.097 0.217 0.002
H 2.713 2.137 0.861 0.000
H 2.567 -0.627 -0.246 0.002
N -3.024 -0.002 -0.106 0.154
C 0.307 -1.439 -0.408 0.038
H 0.184 -1.344 -1.417 0.010
O -3.414 1.130 -0.265 0.091
C 1.494 -0.486 0.074 0.011
H 1.540 3.052 -0.073 0.000
H 0.252 1.062 -0.759 0.010
O -3.686 -0.868 0.374 0.190
C -1.875 -0.456 -0.680 1.095
H 1.580 -0.731 1.233 0.001
N -0.949 -0.930 0.110 0.356
H -1.044 -1.082 1.173 0.023
H 0.443 -2.503 0.025 0.008
C 1.116 0.990 -0.111 0.007
```

The following is a quantum chemistry calculation of a cluster of 2 separate species, C8H18N4OP in total in a non-equilibrium geometry, from the OMol25 dataset.

Output
HOMO-LUMO gap ... 9.65 eV
Charge ... +1
Calculated total energy ... -950.9162 Ha
Relative energy (zero: lowest compared OMol25 entry of this formula, charge and spin) ... 79.4 kJ/mol

The geometry in XYZ format:
```
32
Properties=species:S:1:pos:R:3:nbo_charge:R:1
H 5.622 -1.785 1.799 0.249
H 6.139 -0.409 0.817 0.256
H -2.356 -2.242 -1.782 0.239
C -1.460 -0.740 -0.652 0.552
C -0.755 0.889 2.332 -0.443
N -0.154 -1.129 -0.613 -0.858
H 2.275 2.374 0.030 0.161
H 2.372 2.244 -1.617 0.164
H 0.178 1.334 2.789 0.244
O 3.614 0.649 1.808 -0.577
N 1.514 0.583 -0.771 -0.776
H -3.264 -0.222 -3.210 0.228
H -4.585 -1.238 -1.737 0.241
N -0.487 0.572 0.945 -0.550
C 2.056 1.701 -0.753 0.071
C -2.242 -0.497 -3.042 -0.583
H -2.280 0.899 0.200 0.417
H -1.477 1.722 2.316 0.208
H -4.010 -1.088 -0.146 0.228
C -3.828 -0.740 -1.176 -0.609
H 0.031 -1.940 -1.334 0.450
C 5.260 -0.988 1.181 -0.733
H -2.031 -1.300 -3.680 0.228
C 4.684 0.095 1.983 0.450
H -1.196 0.094 3.088 0.209
H -1.491 0.253 -2.986 0.228
H -3.754 0.352 -1.420 0.210
P 0.937 -0.380 0.494 1.383
C -2.427 -1.216 -1.664 -0.287
H 4.600 -1.604 0.479 0.238
N -1.625 0.219 0.242 -0.358
H 5.352 0.504 2.731 0.122
```

The following is a quantum chemistry calculation of a cluster of 2 separate species, FNO2 in total in a non-equilibrium geometry, from the OMol25 dataset.

Output
HOMO-LUMO gap (alpha / beta) ... 13.52 / 5.47 eV
Charge ... 0
Calculated total energy ... -304.8015 Ha
Relative energy (zero: lowest compared OMol25 entry of this formula, charge and spin) ... 387.2 kJ/mol

The geometry in XYZ format:
```
4
Properties=species:S:1:pos:R:3:nbo_charge:R:1
N -0.816 0.803 -1.321 0.162
F 0.632 -0.938 0.497 -0.069
O -0.409 0.562 -0.326 -0.184
O 0.688 -0.355 1.700 0.090
```

The following is a quantum chemistry calculation of a structure of composition C37H36Cl3N4O2PPtS2 in a non-equilibrium geometry, from the OMol25 dataset.

Output
HOMO-LUMO gap (alpha / beta) ... 5.03 / 3.05 eV
Spin multiplicity ... 3
Charge ... +2
Calculated total energy ... -4438.0547 Ha
⟨S²⟩ ... 2.02
Relative energy (zero: lowest compared OMol25 entry of this formula, charge and spin) ... 21.3 kJ/mol

The geometry in XYZ format:
```
86
Properties=species:S:1:pos:R:3:lowdin_spin:R:1
H -2.000 -0.678 -4.618 0.000
C -1.839 1.406 4.112 0.002
C -1.880 2.817 2.181 0.016
N -1.674 -0.364 -2.542 0.013
H 3.737 -2.885 5.140 0.000
H 3.167 2.781 0.356 0.000
H 0.529 3.166 -1.689 0.000
C 1.171 3.309 -2.555 0.071
H -5.277 -5.041 4.441 0.001
C -2.828 0.344 -2.258 -0.002
N -1.861 0.114 4.549 0.000
H -2.978 -5.534 5.020 0.000
C 3.922 0.051 -0.187 0.000
C 2.107 -1.604 5.656 0.001
C 2.143 -3.055 3.731 -0.001
H 3.217 2.424 2.164 0.000
C -3.926 -1.992 3.710 0.012
H -1.189 -3.853 4.617 0.001
H -3.863 0.577 -0.286 0.000
Cl 2.416 -2.492 -9.227 0.000
H 2.027 -1.109 -0.008 0.000
C -4.511 -4.280 4.280 0.012
C 2.437 -1.796 -6.630 0.000
C -1.157 -0.761 -1.341 0.030
H -2.067 2.400 6.029 0.001
O 0.532 1.789 0.358 0.006
S 3.341 3.558 -3.961 -0.003
C -0.009 -0.374 -6.873 0.000
P -1.332 -1.151 3.460 0.093
H -1.293 2.708 -3.467 0.000
C 4.339 1.024 0.936 0.000
C -0.630 2.749 -4.327 0.006
C 1.815 3.520 -4.783 0.280
Pt -1.473 -0.122 1.584 0.563
H 0.389 -3.048 2.488 0.005
H 0.112 -0.871 -8.968 0.000
C 0.736 3.280 -3.918 0.135
C 2.406 -0.091 -0.238 0.001
H -0.913 0.249 -6.977 0.000
C 2.786 -2.494 4.845 0.007
H -5.974 -2.804 3.831 0.000
C 0.838 -1.193 5.303 0.007
C -3.195 -4.565 4.587 -0.002
C 0.154 -1.760 4.224 0.022
C -2.253 3.786 4.354 -0.004
H -0.219 -1.274 -1.143 0.003
C -1.156 -0.727 -3.871 0.001
C 0.526 -0.995 -7.966 0.000
N -1.664 1.600 2.760 0.101
H -2.339 4.637 5.029 0.000
S 1.635 1.019 1.020 0.001
H 5.299 1.510 0.704 0.000
C 1.829 -1.189 -5.501 0.000
C -0.073 0.246 -4.422 0.001
C 0.830 -2.660 3.403 0.015
C 0.633 -0.410 -5.602 0.000
H 1.981 0.165 -1.211 0.001
H -2.396 4.832 2.433 0.001
H 2.663 -3.831 3.165 0.000
C 1.732 -1.759 -7.851 0.000
H 0.312 -0.472 5.922 0.000
C 3.228 2.031 1.137 0.001
O -0.642 1.444 -4.997 0.012
H -3.416 0.864 -3.018 0.000
H 3.124 3.529 -1.532 0.014
C -2.205 -3.624 4.376 0.012
H -1.146 3.409 -5.043 0.003
N -1.952 -0.356 -0.341 0.045
H -4.233 -0.986 3.415 0.000
H -0.657 -1.711 -3.833 0.000
H 4.559 0.436 1.838 0.000
C -3.007 0.294 -0.899 0.016
H 4.358 -0.957 -0.058 0.000
H 0.616 0.469 -3.598 0.000
Cl 2.558 -1.471 -3.914 0.000
Cl 1.765 3.669 -6.496 0.162
C -2.027 2.538 4.940 0.003
C -2.201 3.875 2.979 0.006
H 3.332 -2.413 -6.521 0.000
C 2.541 3.451 -2.430 0.312
C -2.572 -2.318 3.935 0.013
C -4.888 -2.988 3.940 -0.002
H 4.320 0.461 -1.110 0.000
H -1.732 2.906 1.112 0.004
H 2.525 -1.341 6.622 0.000
H -2.041 -0.036 5.523 0.000
```

Q: charge of number 1 (C37H38IKN6O4Sb2)?
A: 0